Computed, not measured: a 16-piece molecular cluster, C64H176N16O16 overall in a non-equilibrium geometry, with the ωB97M-V functional and the def2-TZVPD basis.

Electronic energy in eV: -125812.554
Net charge: 0
Kohn-Sham gap in eV: 8.878
Energy above the lowest of the compared OMol25 structures with the same formula, charge and spin in kJ/mol: 417.3

Cartesian coordinates (Å):
C -5.89 -0.71 1.00
C -7.14 -1.45 1.48
C -7.55 -2.40 0.38
O -8.01 -1.61 -0.71
C -8.20 -2.44 -1.80
N -6.86 -2.12 2.71
H -5.22 -1.37 0.50
H -5.39 -0.06 1.73
H -6.22 -0.03 0.22
H -7.96 -0.63 1.62
H -8.38 -2.99 0.80
H -6.75 -3.07 0.06
H -8.93 -3.18 -1.51
H -7.28 -3.02 -1.88
H -8.48 -1.89 -2.65
H -7.56 -2.43 3.29
H -6.18 -1.61 3.26
C 7.26 -2.60 1.38
C 5.87 -2.40 2.04
C 4.86 -1.55 1.18
O 3.55 -1.51 1.76
C 2.66 -0.73 0.96
N 5.26 -3.67 2.45
H 7.55 -1.68 0.96
H 7.22 -3.40 0.62
H 8.04 -2.87 2.12
H 6.01 -1.80 2.93
H 4.74 -1.96 0.17
H 5.30 -0.53 1.16
H 1.83 -0.47 1.64
H 2.15 -1.36 0.16
H 3.16 0.17 0.58
H 5.89 -4.06 3.16
H 4.32 -3.56 2.87
C 5.85 1.13 4.27
C 4.51 1.80 3.90
C 4.61 3.31 3.74
O 3.33 3.88 3.56
C 3.49 5.20 3.12
N 4.00 1.18 2.67
H 6.14 1.61 5.21
H 6.66 1.23 3.53
H 5.78 0.03 4.44
H 3.77 1.66 4.71
H 5.23 3.63 2.91
H 5.01 3.79 4.66
H 4.38 5.71 3.66
H 2.56 5.80 3.36
H 3.75 5.25 2.04
H 3.16 1.72 2.41
H 3.78 0.21 2.90
C 3.49 -5.71 -0.33
C 3.23 -4.45 -1.16
C 4.31 -4.07 -2.16
O 4.03 -2.84 -2.73
C 5.03 -2.02 -3.27
N 1.94 -4.71 -1.89
H 4.42 -5.50 0.19
H 3.57 -6.56 -1.04
H 2.74 -5.77 0.51
H 3.24 -3.69 -0.48
H 4.42 -4.83 -2.95
H 5.21 -4.02 -1.62
H 5.95 -1.99 -2.62
H 4.62 -1.00 -3.34
H 5.34 -2.36 -4.26
H 1.77 -3.77 -2.30
H 1.23 -4.77 -1.18
C 0.57 8.82 -0.46
C 1.90 8.30 0.05
C 2.05 6.82 -0.27
O 1.26 6.10 0.65
C 1.46 4.70 0.34
N 3.03 9.09 -0.49
H 0.65 9.90 -0.38
H -0.29 8.50 0.14
H 0.45 8.43 -1.46
H 2.00 8.28 1.11
H 3.08 6.50 -0.14
H 1.65 6.61 -1.26
H 0.89 4.16 1.04
H 2.51 4.42 0.54
H 1.21 4.50 -0.74
H 2.84 9.30 -1.45
H 3.92 8.66 -0.37
C 0.57 4.17 6.53
C 0.53 2.79 5.92
C -0.72 2.02 6.23
O -0.80 1.75 7.61
C -2.02 1.60 8.25
N 0.71 2.79 4.47
H -0.36 4.74 6.23
H 1.39 4.78 6.16
H 0.51 4.15 7.65
H 1.30 2.17 6.34
H -0.60 1.02 5.60
H -1.61 2.56 5.91
H -1.82 0.98 9.15
H -2.64 0.95 7.63
H -2.51 2.59 8.57
H -0.07 3.35 4.12
H 1.58 3.32 4.31
C 3.28 2.24 -1.26
C 4.76 2.30 -0.80
C 5.71 1.82 -1.91
O 5.49 2.55 -3.07
C 6.59 2.45 -3.96
N 5.06 3.60 -0.16
H 3.26 1.30 -1.78
H 3.04 3.09 -1.90
H 2.52 2.22 -0.50
H 4.91 1.57 0.05
H 5.46 0.78 -2.10
H 6.72 1.94 -1.62
H 7.40 2.99 -3.56
H 6.36 2.92 -4.87
H 6.84 1.38 -4.10
H 4.96 4.40 -0.75
H 5.91 3.70 0.39
C 0.11 3.37 -4.80
C -0.98 2.71 -3.98
C -1.79 3.73 -3.12
O -1.05 4.07 -1.97
C -1.35 5.35 -1.39
N -1.87 1.96 -4.83
H -0.35 4.01 -5.55
H 0.72 2.59 -5.29
H 0.68 4.03 -4.13
H -0.46 2.11 -3.18
H -2.69 3.25 -2.81
H -2.07 4.59 -3.77
H -1.51 6.11 -2.24
H -0.58 5.61 -0.66
H -2.27 5.33 -0.85
H -2.16 2.35 -5.71
H -2.23 1.06 -4.63
C -1.99 6.11 2.56
C -2.74 4.85 2.93
C -3.97 4.50 2.09
O -4.62 3.46 2.78
C -5.69 2.92 2.10
N -1.75 3.79 3.13
H -1.51 6.11 1.59
H -1.19 6.21 3.28
H -2.65 7.02 2.51
H -3.13 5.04 3.95
H -3.62 4.17 1.10
H -4.74 5.32 1.99
H -6.53 2.70 2.77
H -5.30 2.06 1.62
H -6.11 3.60 1.32
H -1.35 3.45 2.24
H -2.23 2.96 3.42
C -2.59 -0.93 3.43
C -2.98 -1.75 4.65
C -3.99 -0.82 5.38
O -4.95 -0.34 4.47
C -5.58 0.90 4.81
N -3.43 -3.00 4.15
H -3.38 -0.91 2.69
H -1.72 -1.40 2.94
H -2.28 0.11 3.72
H -2.23 -1.89 5.43
H -3.50 0.07 5.86
H -4.54 -1.47 6.14
H -6.49 1.06 4.16
H -4.86 1.69 4.64
H -6.01 0.88 5.79
H -3.78 -3.58 4.94
H -4.14 -2.86 3.48
C 0.71 -2.31 4.52
C 1.10 -0.93 5.00
C 2.42 -0.94 5.67
O 2.48 -1.69 6.91
C 2.10 -0.91 8.04
N 1.11 -0.03 3.81
H 0.90 -2.98 5.40
H 1.28 -2.54 3.61
H -0.39 -2.49 4.24
H 0.39 -0.52 5.76
H 2.81 0.07 5.78
H 3.18 -1.40 5.01
H 2.73 -1.20 8.90
H 1.01 -0.99 8.19
H 2.46 0.08 7.90
H 0.19 -0.25 3.37
H 1.11 0.96 4.04
C -1.80 -4.13 -6.51
C -1.88 -4.42 -5.01
C -1.79 -5.97 -4.77
O -3.15 -6.48 -4.87
C -3.24 -7.80 -4.31
N -0.75 -3.72 -4.29
H -2.77 -3.90 -6.94
H -1.27 -4.92 -7.01
H -1.36 -3.15 -6.72
H -2.77 -4.01 -4.56
H -1.40 -5.99 -3.74
H -1.10 -6.36 -5.51
H -2.40 -8.50 -4.57
H -4.21 -8.19 -4.67
H -3.28 -7.67 -3.23
H -0.79 -3.95 -3.28
H 0.14 -4.00 -4.74
C -2.74 -3.31 -0.24
C -1.40 -4.05 -0.42
C -0.68 -4.18 0.94
O 0.14 -5.33 1.01
C 0.67 -5.65 2.27
N -1.68 -5.28 -1.09
H -3.07 -3.15 -1.25
H -2.64 -2.33 0.22
H -3.43 -3.90 0.31
H -0.68 -3.40 -0.98
H -1.40 -4.25 1.82
H -0.11 -3.25 1.13
H 0.02 -6.36 2.76
H 0.77 -4.79 2.98
H 1.68 -6.09 2.16
H -0.95 -5.80 -1.44
H -2.11 -5.93 -0.49
C -4.34 -0.70 -3.06
C -4.09 -1.18 -4.46
C -4.85 -0.28 -5.43
O -6.24 -0.46 -5.41
C -6.78 0.37 -6.51
N -2.67 -1.09 -4.80
H -5.38 -0.34 -2.97
H -3.70 0.19 -2.83
H -4.09 -1.42 -2.26
H -4.44 -2.22 -4.63
H -4.51 -0.49 -6.52
H -4.69 0.76 -5.26
H -6.50 -0.06 -7.46
H -6.27 1.36 -6.39
H -7.81 0.44 -6.44
H -2.61 -1.19 -5.85
H -2.07 -1.72 -4.30
C 1.45 -1.69 -6.40
C 1.95 -3.09 -6.83
C 3.40 -2.98 -7.46
O 3.93 -4.26 -7.89
C 5.17 -4.10 -8.54
N 1.98 -3.91 -5.63
H 1.53 -0.93 -7.22
H 2.07 -1.31 -5.57
H 0.36 -1.75 -6.17
H 1.31 -3.53 -7.59
H 4.07 -2.50 -6.72
H 3.31 -2.30 -8.27
H 5.99 -3.65 -7.89
H 4.95 -3.39 -9.35
H 5.46 -5.08 -8.96
H 2.65 -4.73 -5.71
H 2.34 -3.39 -4.86
C -2.67 0.58 0.38
C -1.17 0.40 0.14
C -0.88 -0.08 -1.32
O 0.44 -0.51 -1.50
C 0.66 -1.12 -2.74
N -0.46 1.64 0.37
H -2.82 1.14 1.28
H -3.21 -0.38 0.44
H -3.07 1.28 -0.32
H -0.76 -0.29 0.83
H -1.13 0.77 -1.91
H -1.60 -0.85 -1.64
H 0.00 -2.05 -2.76
H 1.70 -1.46 -2.95
H 0.34 -0.46 -3.60
H -0.61 2.45 -0.30
H 0.55 1.43 0.23

Results of the Mulliken charge analysis, in e, for atoms 1 through 2: C 0.10; C 0.64

Computed, not measured: C45H39HoN3OP2SSe2Si as an isolated structure in a non-equilibrium geometry, with the ωB97M-V functional and the def2-TZVPD basis.

Electronic energy in eV: -247592.320
Net charge: +1
⟨S²⟩: 6.005
Kohn-Sham gap (spin up / spin down) in eV: 6.879 / 6.912
Multiplicity: 5

Cartesian coordinates (Å):
Ho 1.82 -0.38 2.27
Se 3.75 2.17 -4.23
P 1.90 1.46 -3.60
C 0.59 2.71 -3.77
C -0.51 2.64 -4.64
C -1.35 3.73 -4.80
C -1.11 4.90 -4.10
C -0.01 5.01 -3.27
C 0.83 3.91 -3.10
C 1.33 -0.05 -4.45
C 1.29 -1.30 -3.83
C 1.02 -2.44 -4.59
C 0.81 -2.35 -5.95
C 0.85 -1.10 -6.57
C 1.12 0.04 -5.83
C 1.90 1.03 -1.83
C 0.92 0.64 -0.92
N 1.61 0.33 0.19
N 2.89 0.51 0.02
N 3.11 0.93 -1.22
P -0.84 0.49 -0.56
Se -1.07 -0.16 1.56
C -1.56 -0.68 -1.68
C -1.78 -2.00 -1.27
C -2.20 -2.94 -2.20
C -2.36 -2.58 -3.53
C -2.14 -1.28 -3.94
C -1.75 -0.34 -3.03
C -1.53 2.15 -0.81
C -2.70 2.34 -1.48
C -3.25 3.62 -1.56
C -2.63 4.69 -0.95
C -1.43 4.49 -0.27
C -0.87 3.22 -0.21
H -0.76 1.73 -5.17
H -2.16 3.64 -5.50
H -1.77 5.75 -4.26
H 0.24 5.94 -2.77
H 1.70 4.02 -2.46
H 1.44 -1.42 -2.75
H 1.01 -3.40 -4.09
H 0.61 -3.25 -6.52
H 0.71 -1.03 -7.65
H 1.21 0.98 -6.34
H -1.69 -2.26 -0.24
H -2.41 -3.96 -1.88
H -2.67 -3.34 -4.27
H -2.26 -1.00 -4.98
H -1.56 0.66 -3.38
H -3.22 1.50 -1.92
H -4.18 3.79 -2.09
H -3.02 5.72 -1.03
H -0.87 5.30 0.17
H 0.04 3.09 0.37
C 2.56 3.14 5.28
S 1.95 2.77 3.68
O 2.36 1.32 3.54
C 0.21 2.64 3.97
C -0.62 3.55 3.35
C -2.00 3.46 3.48
C -2.55 2.42 4.22
C -1.71 1.48 4.82
C -0.34 1.57 4.68
H 2.40 2.31 5.96
H 2.08 4.04 5.64
H 3.63 3.33 5.17
H -0.19 4.35 2.76
H -2.67 4.16 2.99
H -3.63 2.34 4.32
H -2.12 0.63 5.37
H 0.29 0.81 5.13
C 0.97 -5.73 -0.36
C 0.89 -4.36 -0.41
C 1.37 -3.60 0.65
C 1.92 -4.18 1.80
C 1.97 -5.59 1.82
C 1.52 -6.35 0.75
Si 2.53 -3.03 3.18
C 1.28 -3.26 4.60
C 1.67 -3.57 5.91
C 0.75 -3.70 6.93
C -0.59 -3.52 6.65
C -1.02 -3.20 5.37
C -0.08 -3.10 4.34
H 0.58 -6.31 -1.18
H 0.42 -3.87 -1.26
H 1.29 -2.53 0.54
H 2.42 -6.09 2.67
H 1.60 -7.43 0.83
H 3.88 -3.45 3.71
H 2.72 -3.73 6.14
H 1.07 -3.95 7.93
H -1.33 -3.63 7.43
H -2.08 -3.11 5.19
H -0.45 -2.90 3.34

Results of the Mulliken charge analysis, in e, for atoms 1 through 2: Ho 0.74; Se -0.30

Computed, not measured: a 3-piece molecular cluster, C39H66IN2O6PS2 overall in a non-equilibrium geometry, with the ωB97M-V functional and the def2-TZVPD basis.

Electronic energy in eV: -95834.916
Net charge: 0
Kohn-Sham gap in eV: 7.130
SMILES: CCN(CCc1c(S)cc(CCCCCCCCCCOC)c2c1Sc1cc(P(C)C)ccc1N2I)C(C)=O.COCCOC.COCCOC

Cartesian coordinates (Å):
C 0.14 -2.40 8.76
C -0.08 -2.29 7.26
N -1.00 -3.32 6.76
C -1.69 -2.96 5.52
C -0.85 -2.76 4.22
C -1.43 -1.73 3.29
C -1.10 -0.37 3.32
S 0.08 0.28 4.47
C -1.70 0.52 2.43
C -2.62 0.13 1.48
C -3.29 1.09 0.52
C -2.91 2.55 0.70
C -1.53 2.87 0.08
C -0.62 3.75 0.97
C -0.56 5.22 0.52
C 0.70 5.95 1.04
C 1.73 6.26 -0.06
C 2.56 7.50 0.26
C 3.55 7.28 1.42
C 4.80 8.12 1.25
O 5.61 7.51 0.26
C 6.95 7.91 0.33
C -2.96 -1.23 1.42
C -2.37 -2.13 2.32
S -2.91 -3.82 2.22
C -3.06 -3.95 0.47
C -2.72 -5.14 -0.19
C -2.85 -5.23 -1.58
P -2.41 -6.83 -2.31
C -3.11 -6.90 -4.01
C -0.58 -7.00 -2.37
C -3.31 -4.11 -2.27
C -3.66 -2.93 -1.61
C -3.53 -2.84 -0.23
N -3.89 -1.64 0.43
I -5.82 -1.74 1.22
C -0.40 -4.62 6.67
C 0.94 -4.84 6.02
O -0.98 -5.56 7.11
H -0.74 -2.80 9.24
H 1.03 -2.97 9.01
H 0.29 -1.40 9.16
H -0.53 -1.33 7.04
H 0.87 -2.28 6.72
H -2.25 -2.05 5.69
H -2.39 -3.76 5.31
H 0.18 -2.49 4.41
H -0.83 -3.71 3.70
H 1.20 0.08 3.76
H -1.41 1.56 2.51
H -4.37 1.00 0.71
H -3.13 0.75 -0.50
H -2.93 2.82 1.75
H -3.67 3.16 0.21
H -1.66 3.36 -0.87
H -1.02 1.93 -0.10
H 0.38 3.33 0.99
H -1.00 3.76 1.99
H -0.55 5.22 -0.57
H -1.46 5.74 0.84
H 1.18 5.29 1.76
H 0.40 6.85 1.57
H 2.36 5.39 -0.20
H 1.19 6.44 -0.99
H 3.12 7.80 -0.62
H 1.88 8.30 0.54
H 3.88 6.25 1.48
H 3.07 7.56 2.36
H 4.55 9.14 0.94
H 5.35 8.16 2.19
H 7.07 8.94 0.69
H 7.53 7.25 0.98
H 7.40 7.85 -0.66
H -2.36 -5.96 0.41
H -3.87 -7.67 -4.04
H -2.37 -7.07 -4.79
H -3.64 -5.97 -4.20
H -0.13 -6.70 -3.32
H -0.35 -8.04 -2.19
H -0.11 -6.42 -1.58
H -3.42 -4.14 -3.35
H -4.03 -2.07 -2.14
H 0.75 -5.40 5.11
H 1.47 -3.94 5.73
H 1.54 -5.48 6.66
C -2.34 -9.75 -6.13
O -2.03 -10.09 -4.79
C -3.11 -10.71 -4.10
C -2.90 -12.20 -3.99
O -2.98 -12.83 -5.26
C -1.71 -13.18 -5.79
H -1.41 -9.45 -6.62
H -2.76 -10.60 -6.67
H -3.04 -8.91 -6.16
H -4.06 -10.49 -4.59
H -3.14 -10.28 -3.09
H -3.70 -12.62 -3.37
H -1.95 -12.41 -3.51
H -1.26 -14.00 -5.22
H -1.03 -12.32 -5.79
H -1.87 -13.51 -6.82
C 4.81 12.07 -4.65
O 5.36 10.77 -4.61
C 5.58 10.29 -3.29
C 4.51 9.31 -2.87
O 3.25 9.93 -2.72
C 2.37 9.69 -3.81
H 4.53 12.28 -5.68
H 3.92 12.15 -4.02
H 5.54 12.81 -4.33
H 5.63 11.12 -2.58
H 6.55 9.78 -3.29
H 4.79 8.89 -1.89
H 4.46 8.48 -3.58
H 2.04 8.64 -3.81
H 2.85 9.91 -4.77
H 1.50 10.33 -3.68

Results of the Mulliken charge analysis, in e, for atoms 1 through 2: C -1.48; C -0.06

The highest electronic energy belongs to which entry?
C39H66IN2O6PS2

Among the records above, which one has the lowest electronic energy?
C45H39HoN3OP2SSe2Si

Look up the net charge of the third one.
0